[1]
Density functional theory data (ωB97M-V/def2-TZVPD) for 8 unconnected molecules or ions with the total composition C19H52F2N4O11PS7.

As for the LUMO energy: -0.101 Eh. The value obtained for the orbital gap is 0.2760 Ha. As for the total charge: +1. As for the HOMO energy: -10.25 eV. The total energy comes out at -139587.777 eV.

Structure (XYZ):
```
96
Properties=species:S:1:pos:R:3:forces:R:3
C 0.157 -3.309 -0.170 -0.48 -0.09 0.21
O 0.958 -2.469 -1.014 -0.20 0.15 -0.08
C 1.065 -1.208 -0.450 -0.16 -0.69 0.57
N 0.842 -0.140 -1.465 0.41 -0.42 0.09
C -0.238 -0.063 -2.207 0.09 0.74 -0.54
N -0.358 0.962 -3.072 -0.30 -1.24 -0.80
N -1.250 -0.987 -2.107 -0.45 0.51 0.10
P -2.499 -0.521 -1.018 -1.38 -0.08 1.49
O -2.002 -0.044 0.280 1.08 0.31 0.23
N 1.761 0.905 -1.684 0.96 -0.44 1.65
C 1.737 1.882 -0.607 -0.67 1.73 -0.99
O 1.488 3.018 -0.822 0.28 -0.60 0.10
F 1.974 1.438 0.597 0.13 -0.85 0.48
C 3.077 0.419 -2.038 -0.24 -0.14 -2.16
O 3.369 0.178 -3.159 -0.32 -0.11 0.58
F 3.937 0.300 -1.058 -0.04 0.32 0.67
H 0.483 -3.275 0.862 0.22 0.14 0.23
H 0.221 -4.336 -0.473 0.30 -0.25 -0.44
H -0.894 -3.023 -0.196 -0.11 0.32 -0.12
H 0.337 -1.060 0.344 -0.17 0.10 0.14
H 2.048 -1.105 -0.002 0.30 0.56 -0.19
H -1.272 0.985 -3.522 -0.08 0.43 -0.32
H 0.394 0.996 -3.753 0.25 0.88 0.24
H -1.612 -1.095 -3.052 -0.47 -0.36 0.05
H -3.311 -1.640 -0.813 0.18 -0.08 -0.72
H -3.279 0.504 -1.586 0.18 -0.39 -0.60
C -3.524 4.058 -3.022 0.10 0.07 0.04
S -3.966 2.726 -4.140 -0.21 0.05 -0.04
O -2.685 2.194 -4.726 0.23 -0.21 0.29
C -4.695 3.767 -5.401 0.32 0.13 -0.29
H -2.983 3.630 -2.178 -0.02 -0.04 -0.01
H -2.887 4.776 -3.538 0.01 -0.04 -0.05
H -4.434 4.539 -2.666 -0.05 -0.07 -0.03
H -3.949 4.482 -5.752 0.09 -0.12 0.02
H -5.553 4.277 -4.986 -0.12 -0.04 0.12
H -5.009 3.130 -6.225 0.01 -0.05 0.04
C 5.990 0.665 4.316 0.03 0.00 -0.13
S 4.728 -0.192 3.371 -0.08 0.04 0.28
O 5.051 -1.643 3.419 0.04 0.01 -0.13
C 5.223 0.418 1.760 0.18 0.08 -0.06
H 5.877 0.396 5.362 -0.07 0.01 0.00
H 6.979 0.368 3.969 -0.02 -0.04 -0.03
H 5.859 1.741 4.207 -0.01 0.01 0.06
H 6.258 0.143 1.555 0.00 -0.04 0.05
H 5.107 1.502 1.725 -0.03 0.00 0.04
H 4.569 -0.042 1.029 -0.03 -0.09 0.05
C 4.090 -5.520 0.735 0.08 0.04 0.05
S 2.680 -5.696 -0.365 0.20 -0.13 0.04
O 1.485 -5.900 0.496 -0.01 -0.15 0.05
C 3.134 -7.313 -1.004 0.07 -0.07 -0.06
H 3.985 -4.582 1.276 -0.04 0.01 -0.02
H 4.110 -6.349 1.441 -0.07 -0.02 -0.02
H 5.008 -5.500 0.146 -0.01 0.02 -0.02
H 3.216 -8.023 -0.181 -0.03 0.06 0.05
H 4.081 -7.239 -1.539 0.00 0.02 -0.01
H 2.354 -7.636 -1.690 -0.03 0.05 0.01
C 0.905 -0.309 5.269 0.15 -0.02 0.02
S -0.279 -0.758 3.993 -0.09 0.00 0.01
O 0.452 -1.547 2.959 0.08 0.16 -0.11
C -0.482 0.901 3.337 -0.05 0.10 -0.11
H 1.210 -1.215 5.788 -0.03 -0.05 -0.06
H 1.774 0.159 4.807 0.03 -0.02 -0.06
H 0.440 0.374 5.980 -0.08 -0.01 -0.04
H 0.484 1.286 3.008 0.04 -0.05 0.05
H -0.905 1.546 4.107 0.00 -0.02 0.02
H -1.166 0.846 2.490 0.00 -0.09 0.01
C -9.491 3.533 -2.526 0.01 0.01 0.11
S -8.597 3.784 -4.063 -0.12 -0.02 0.00
O -7.152 3.529 -3.777 -0.16 0.06 0.16
C -8.816 5.565 -4.127 0.04 0.09 0.04
H -9.442 2.476 -2.275 0.02 -0.01 -0.06
H -9.030 4.121 -1.732 0.04 0.02 -0.04
H -10.531 3.827 -2.661 0.00 -0.01 -0.04
H -8.399 6.020 -3.228 0.01 -0.06 0.02
H -9.877 5.796 -4.212 -0.01 -0.03 -0.02
H -8.292 5.940 -5.004 0.00 -0.06 -0.03
C -6.211 -2.948 -3.701 -0.05 0.01 0.13
S -4.770 -2.054 -4.283 -0.11 -0.11 -0.29
O -4.213 -1.314 -3.105 0.22 0.10 0.11
C -5.656 -0.849 -5.272 -0.04 0.13 0.02
H -5.874 -3.729 -3.022 0.06 0.00 -0.02
H -6.879 -2.266 -3.174 0.04 0.05 -0.01
H -6.720 -3.399 -4.551 0.04 0.00 -0.03
H -6.357 -0.300 -4.643 0.03 -0.02 0.05
H -6.183 -1.362 -6.075 0.03 -0.04 0.00
H -4.927 -0.159 -5.695 0.06 -0.04 0.03
C 8.966 -0.313 7.274 0.10 -0.02 -0.06
S 7.751 0.880 7.849 -0.02 -0.03 0.10
O 7.515 1.842 6.736 0.09 -0.03 0.00
C 8.827 1.693 9.035 0.09 0.05 0.04
H 8.508 -0.909 6.486 -0.06 0.02 0.02
H 9.837 0.210 6.879 -0.03 0.05 0.01
H 9.254 -0.963 8.100 -0.03 0.00 0.01
H 9.706 2.086 8.525 -0.03 -0.01 -0.06
H 9.120 0.980 9.806 -0.03 -0.02 0.00
H 8.272 2.511 9.489 -0.06 -0.02 -0.03
```
Positions in Å, forces in eV/Å.

[2]
Density functional theory data (ωB97M-V/def2-TZVPD) for 8 unconnected molecules or ions with the total composition C19H53NO8.

As for the LUMO energy: 0.008 Eh. The value obtained for the orbital gap is 0.3119 Ha. As for the SMILES: CC1(C)CCCC(C)(C)N1O.CCO.CCO.CCO.CO.CO.CO.CO. As for the HOMO energy: -8.26 eV. The total energy comes out at -38425.959 eV.

Structure (XYZ):
```
81
Properties=species:S:1:pos:R:3:forces:R:3
C 7.781 2.055 3.140 0.14 0.25 0.06
C 6.637 1.060 2.669 0.01 0.67 -0.37
C 7.427 -0.118 1.991 -0.30 0.93 -0.64
C 5.793 0.541 3.900 1.14 0.80 -0.79
C 4.419 -0.036 3.592 -0.17 -0.08 -1.00
C 3.589 0.822 2.564 0.92 -0.49 1.58
C 4.370 1.337 1.331 -0.81 -0.19 0.72
C 4.327 0.253 0.280 1.07 -0.39 -0.47
C 3.482 2.461 0.830 1.53 1.83 -1.27
N 5.716 1.815 1.762 -0.34 0.45 0.48
O 6.404 2.627 0.762 -0.86 -1.15 0.71
H 8.286 2.617 2.355 -0.37 -0.54 -0.75
H 7.556 2.890 3.803 -0.96 -0.32 0.39
H 8.628 1.559 3.616 -0.28 -0.58 0.18
H 7.892 -0.776 2.725 -0.02 0.05 -0.06
H 6.882 -0.688 1.238 -0.39 -0.19 0.48
H 8.191 0.360 1.378 0.35 -0.08 0.16
H 6.538 -0.142 4.310 -0.61 -0.49 0.53
H 5.687 1.341 4.633 0.01 0.26 -0.15
H 4.496 -1.045 3.186 0.26 -0.10 -0.23
H 3.861 -0.192 4.515 -0.09 0.29 0.06
H 3.142 1.689 3.051 0.29 0.08 0.32
H 2.728 0.221 2.273 0.10 -0.03 -0.37
H 5.000 -0.531 0.626 -0.70 -0.63 -0.03
H 4.742 0.502 -0.698 0.05 0.61 0.01
H 3.286 -0.017 0.105 0.20 -0.53 0.17
H 4.065 2.942 0.044 -0.05 -0.01 -0.56
H 3.368 3.315 1.498 -0.40 -0.40 0.60
H 2.549 2.187 0.336 -0.02 -0.36 0.53
H 6.143 3.483 1.108 0.29 0.35 -0.28
C 1.967 -0.632 -8.124 -0.16 1.22 1.38
C 2.622 0.322 -9.088 0.47 -0.90 -0.72
O 3.454 -0.463 -9.930 0.25 0.29 -0.91
H 1.564 0.054 -7.379 -0.20 -0.38 0.68
H 2.743 -1.256 -7.678 -0.10 0.06 0.12
H 1.129 -1.269 -8.408 0.17 0.18 -0.77
H 3.323 1.024 -8.637 -0.16 -0.19 0.57
H 1.928 0.957 -9.639 -0.30 -0.17 -0.24
H 2.882 -1.053 -10.426 0.04 -0.11 -0.12
C -5.889 6.472 -1.200 -0.10 -0.09 -1.07
C -6.399 7.445 -2.314 0.27 -2.54 0.86
O -6.855 8.593 -1.739 -0.45 2.49 0.75
H -5.772 5.474 -1.623 -0.01 -0.13 -0.16
H -6.667 6.382 -0.442 0.22 0.24 0.17
H -4.911 6.719 -0.785 -0.19 0.36 0.18
H -7.309 6.979 -2.690 0.23 -0.30 -0.64
H -5.654 7.574 -3.100 -0.06 0.12 -0.09
H -6.304 9.358 -1.919 0.09 -0.14 0.01
C -2.957 -4.360 7.443 -1.66 0.44 0.63
C -2.975 -5.858 7.546 1.34 0.37 -0.75
O -1.712 -6.300 7.018 -0.24 -1.08 0.58
H -2.040 -3.832 7.706 0.11 -0.44 -0.24
H -3.723 -4.008 8.134 -0.18 0.43 0.02
H -3.344 -4.134 6.450 0.48 0.55 -0.10
H -3.827 -6.204 6.961 0.01 -0.39 -0.07
H -3.101 -6.244 8.558 0.44 0.00 -0.05
H -1.605 -6.046 6.099 -0.29 0.13 -0.03
C -0.057 -6.305 -0.154 0.66 0.27 -1.49
O -0.340 -6.068 1.170 -0.54 0.01 1.58
H 0.375 -5.380 -0.537 0.17 -0.08 -0.71
H 0.685 -7.093 -0.280 -0.10 -0.06 0.26
H -0.944 -6.556 -0.735 -0.10 -0.12 -0.15
H -0.823 -5.238 1.154 -0.10 0.01 0.52
C -3.663 -1.609 -1.110 1.06 0.29 -1.61
O -3.382 -1.724 0.268 -0.64 0.24 -0.47
H -4.197 -0.746 -1.507 -1.00 0.26 1.01
H -2.749 -1.384 -1.660 0.63 -0.65 0.36
H -4.089 -2.505 -1.562 -0.09 -0.15 0.21
H -4.234 -1.945 0.652 0.05 -0.02 0.50
C -9.671 -3.247 2.106 0.37 -0.58 0.20
O -8.408 -2.962 2.686 0.49 0.26 -0.01
H -9.477 -3.767 1.167 -0.12 0.21 -0.19
H -10.149 -3.981 2.756 -0.47 0.19 0.01
H -10.303 -2.375 1.937 0.04 -0.03 0.06
H -8.342 -2.067 3.028 -0.30 -0.04 -0.08
C -4.157 2.629 -6.873 0.48 0.71 -0.88
O -3.871 2.880 -8.257 -0.30 -0.31 -0.11
H -5.058 2.019 -6.808 0.25 -0.04 -0.01
H -3.273 2.151 -6.449 -0.31 -0.20 0.50
H -4.334 3.606 -6.423 -0.11 -0.18 0.57
H -3.091 3.439 -8.287 0.00 0.01 -0.07
```
Positions in Å, forces in eV/Å.